{
  "formula": "C32H37CdN5O12S4",
  "method": "the ωB97M-V functional and the def2-TZVPD basis",
  "homo_lumo_gap_ev": 7.384,
  "total_energy_ev": -113710.5545,
  "homo_energy_ha": -0.128,
  "total_charge": -2,
  "species": ["Cd", "O", "C", "O", "C", "C", "C", "C", "C", "C", "O", "N", "O", "O", "N", "O", "O", "H", "H", "C", "C", "C", "C", "C", "C", "C", "S", "O", "O", "N", "C", "C", "O", "O", "H", "H", "H", "H", "H", "H", "H", "H", "H", "C", "C", "S", "C", "C", "S", "C", "C", "S", "H", "H", "H", "H", "H", "H", "H", "H", "H", "H", "H", "H", "C", "C", "N", "C", "C", "C", "O", "C", "C", "C", "C", "N", "C", "H", "H", "H", "H", "H", "H", "H", "H", "H", "H", "H", "H", "H", "H"],
  "positions_angstrom": [[0.2862, 0.4901, -1.2228], [-1.1117, 1.0695, 2.6614], [-1.2782, 1.1936, 1.4470], [-0.3650, 1.4840, 0.5875], [-2.7060, 1.1303, 0.9084], [-3.6995, 1.3878, 1.8030], [-5.0460, 1.4738, 1.4065], [-5.3879, 1.3208, 0.0822], [-4.4219, 1.0095, -0.8422], [-3.0073, 0.8502, -0.4980], [-2.1485, 0.5013, -1.3330], [-4.9100, 0.8136, -2.2159], [-5.9704, 1.3602, -2.5341], [-4.2784, 0.1084, -2.9731], [-6.0890, 1.7118, 2.3856], [-5.7673, 1.8607, 3.5570], [-7.2596, 1.7543, 2.0130], [-3.4269, 1.5374, 2.8370], [-6.4146, 1.4069, -0.2277], [7.8090, -0.5228, 2.5664], [6.5666, -0.7062, 1.7249], [6.2774, 0.1739, 0.6879], [5.1249, 0.0293, -0.0753], [4.2478, -1.0083, 0.1951], [4.5299, -1.9129, 1.2165], [5.6844, -1.7598, 1.9702], [2.7228, -1.1797, -0.7018], [1.7212, -1.3307, 0.3406], [2.9347, -2.3317, -1.5603], [2.4694, 0.1687, -1.4694], [2.9096, 0.2673, -2.8855], [1.8732, 0.9529, -3.8078], [2.2797, 1.2326, -4.9417], [0.6934, 1.1636, -3.3412], [8.0119, 0.5375, 2.7393], [8.6902, -0.9513, 2.0750], [7.7001, -1.0117, 3.5374], [6.9524, 1.0014, 0.4859], [4.8858, 0.7383, -0.8603], [3.8280, -2.7181, 1.4189], [5.9005, -2.4607, 2.7715], [3.0994, -0.7139, -3.3184], [3.8326, 0.8407, -2.9832], [-0.7616, 5.1668, 0.5231], [-0.2685, 5.3504, -0.9186], [0.2612, 3.8139, -1.7285], [2.0251, 4.1630, -2.0004], [2.8551, 4.4548, -0.7519], [3.2107, 2.9826, 0.2422], [2.6034, 3.4220, 1.8971], [1.0834, 3.5623, 2.0212], [0.5135, 5.2846, 1.8096], [-1.2604, 4.2026, 0.6331], [-1.4758, 5.9500, 0.7775], [0.5418, 6.0788, -0.9660], [-1.0967, 5.7200, -1.5304], [2.1134, 5.0030, -2.6912], [2.3801, 3.2689, -2.5161], [2.3419, 5.1540, -0.1026], [3.8054, 4.9021, -1.0520], [3.1279, 4.3088, 2.2586], [2.9265, 2.5724, 2.5034], [0.7538, 3.2401, 3.0075], [0.5901, 2.9294, 1.2871], [-3.9551, -2.2692, 1.2174], [-3.8920, -3.1424, -0.0257], [-3.1516, -4.3922, 0.2011], [-3.7743, -5.3714, 1.0906], [-3.0913, -5.4749, 2.4525], [-1.9894, -4.7754, -0.3977], [-1.5103, -5.8918, -0.1992], [-1.2941, -3.8385, -1.3413], [-0.8206, -4.3602, -2.5394], [-0.1343, -3.5418, -3.4127], [0.0656, -2.2186, -3.0600], [-0.3686, -1.7157, -1.9059], [-1.0238, -2.5153, -1.0589], [-4.5250, -1.3614, 1.0075], [-2.9550, -1.9706, 1.5449], [-4.4469, -2.7920, 2.0443], [-3.4464, -2.5959, -0.8467], [-4.9041, -3.4097, -0.3318], [-3.7410, -6.3426, 0.6010], [-4.8175, -5.0786, 1.2085], [-2.0652, -5.8206, 2.3229], [-3.6242, -6.1883, 3.0901], [-3.0712, -4.5046, 2.9553], [-0.9848, -5.4084, -2.7578], [0.2545, -3.9183, -4.3501], [0.5706, -1.5259, -3.7269], [-1.3171, -2.0689, -0.1112]],
  "forces_ev_per_a": [[-0.707, 0.423, -0.155], [0.044, 0.041, -0.321], [0.038, 0.009, -0.129], [-0.324, -0.448, 0.393], [0.054, -0.041, -0.256], [-0.257, 0.102, 0.140], [-0.089, 0.017, 0.389], [-0.212, -0.090, -0.062], [0.188, -0.111, -0.248], [-0.009, 0.035, -0.123], [-0.044, 0.050, 0.105], [-0.057, 0.103, 0.217], [0.288, -0.081, 0.158], [0.024, -0.054, 0.048], [0.143, 0.024, -0.157], [0.054, -0.023, -0.043], [0.158, -0.025, -0.068], [0.018, -0.002, 0.046], [-0.109, 0.035, -0.052], [-0.018, -0.040, -0.070], [0.039, -0.023, 0.038], [0.036, -0.004, 0.006], [0.009, -0.025, -0.028], [0.175, 0.066, 0.271], [0.013, 0.025, -0.084], [-0.018, 0.019, -0.054], [0.231, 0.049, -0.296], [-0.130, 0.103, -0.004], [0.013, -0.137, -0.095], [0.361, -0.556, -0.670], [-0.397, 0.044, 0.708], [-0.374, 0.135, 0.158], [-0.176, -0.030, 0.236], [0.662, -0.187, -0.261], [-0.017, -0.081, -0.014], [-0.081, 0.035, 0.040], [0.011, 0.032, -0.060], [-0.067, -0.032, 0.021], [-0.007, -0.064, 0.129], [0.106, 0.141, 0.000], [-0.030, 0.053, -0.014], [0.041, -0.155, 0.000], [0.096, 0.097, 0.062], [0.244, -0.076, -0.059], [-0.305, -0.144, 0.066], [0.437, 0.096, 0.003], [-0.179, -0.097, 0.095], [-0.020, -0.135, -0.044], [-0.010, -0.057, 0.083], [-0.185, -0.011, -0.132], [0.341, 0.359, 0.087], [-0.004, 0.003, -0.001], [-0.060, 0.042, -0.006], [-0.070, 0.033, -0.046], [-0.054, 0.044, 0.000], [0.029, 0.105, 0.091], [-0.003, 0.024, -0.080], [0.070, 0.055, -0.037], [-0.032, 0.227, 0.034], [0.002, 0.029, -0.041], [0.006, 0.003, 0.063], [0.019, 0.017, -0.019], [0.017, -0.058, 0.006], [0.003, 0.033, 0.078], [0.018, 0.055, 0.061], [0.162, -0.202, 0.230], [0.073, 0.057, -0.040], [0.161, 0.120, 0.101], [0.001, 0.059, -0.024], [-0.030, -0.113, 0.106], [-0.187, 0.194, -0.107], [-0.153, -0.196, 0.012], [0.072, -0.112, -0.049], [-0.035, -0.143, -0.044], [-0.136, 0.307, 0.110], [0.080, -0.325, 0.043], [0.191, 0.438, -0.046], [0.034, -0.022, 0.013], [-0.102, -0.012, -0.007], [0.054, 0.061, -0.068], [0.060, 0.031, -0.146], [-0.108, -0.053, -0.087], [-0.032, -0.089, -0.055], [-0.046, 0.022, -0.002], [-0.060, 0.022, 0.020], [0.048, 0.061, -0.058], [-0.011, -0.099, -0.031], [0.002, 0.022, 0.012], [-0.030, 0.030, 0.032], [0.002, -0.026, 0.126], [0.048, -0.007, -0.141]],
  "mulliken_charge": [3.850, -0.813, -0.240, -0.922, 0.506, -0.291, -0.855, -0.413, -0.238, 0.692, -1.174, 1.024, -0.713, -0.576, 1.045, -0.673, -0.697, 0.544, 0.598, -1.419, 1.064, -0.969, -0.003, 0.020, -0.740, -0.910, 1.534, -0.807, -0.765, -0.330, -0.618, 0.233, -0.832, -0.837, 0.345, 0.276, 0.354, 0.330, 0.122, 0.436, 0.300, 0.527, 0.265, 0.080, -0.975, 0.100, -0.609, -0.946, 0.251, -1.026, 1.323, -0.281, -0.430, 0.480, 0.402, 0.508, 0.527, 0.029, 0.266, 0.538, 0.376, 0.396, 0.562, -1.545, -0.712, -0.986, 0.284, -0.857, -1.116, 0.335, -0.690, 0.546, -0.436, -1.024, -0.408, 0.236, -0.847, 0.088, 0.270, 0.505, 0.510, 0.332, 0.444, 0.419, 0.317, 0.373, 0.282, 0.468, 0.438, 0.365, 0.606]
}